# 1
Formula: C27H37N7
Source: the OMol25 dataset
Level of theory: ωB97M-V with the def2-TZVPD basis set

Atoms and positions in Å:
C (-6.4268, -2.7475, 0.0304)
C (-5.1158, -2.6739, 0.4137)
C (-4.4039, -1.4743, 0.2039)
C (-3.0544, -1.3070, 0.5677)
C (-2.4076, -0.1241, 0.3322)
C (-3.1082, 0.9445, -0.2631)
C (-4.4184, 0.8174, -0.6242)
C (-5.1026, -0.3958, -0.4039)
N (-6.3962, -0.4918, -0.7696)
C (-7.0199, -1.6160, -0.5601)
H (-8.0566, -1.6451, -0.8719)
H (-4.9595, 1.6302, -1.0820)
H (-2.5968, 1.8807, -0.4395)
C (-0.9581, 0.0836, 0.7464)
C (-0.2499, 0.8160, -0.3488)
N (-0.2710, 0.4897, -1.6224)
N (0.4900, 1.3716, -2.2519)
N (0.9709, 2.2214, -1.4470)
N (0.5384, 1.9175, -0.2183)
C (0.8352, 2.7041, 0.9555)
C (-0.1901, 3.8357, 1.1072)
C (0.0128, 4.9154, 0.0496)
C (1.4194, 5.4937, 0.1586)
C (2.4491, 4.3939, -0.0755)
C (2.2651, 3.2534, 0.9230)
H (2.4974, 3.6097, 1.9296)
H (2.9589, 2.4429, 0.6871)
H (2.3376, 4.0065, -1.0881)
H (3.4588, 4.7947, 0.0301)
H (1.5533, 6.2853, -0.5796)
H (1.5589, 5.9308, 1.1510)
H (-0.1218, 4.4886, -0.9465)
H (-0.7339, 5.6998, 0.1850)
H (-0.0671, 4.2707, 2.1013)
H (-1.2013, 3.4238, 1.0455)
H (0.7447, 2.0236, 1.8126)
N (-0.3425, -1.1703, 1.1342)
C (0.0525, -2.0797, 0.0743)
C (1.5043, -1.9109, -0.3952)
N (2.4052, -1.9701, 0.7418)
C (2.0783, -0.9032, 1.6632)
C (0.6544, -1.1378, 2.1797)
H (0.3842, -0.3837, 2.9232)
H (0.6372, -2.1204, 2.6637)
H (2.7756, -0.9267, 2.5042)
H (2.1463, 0.0943, 1.1896)
C (3.8239, -2.0729, 0.4239)
C (4.3745, -1.0008, -0.5291)
C (5.8858, -1.1545, -0.6681)
C (6.2384, -2.5459, -1.1849)
C (5.6702, -3.6201, -0.2619)
C (4.1585, -3.4607, -0.1286)
H (3.7015, -3.5926, -1.1103)
H (3.7495, -4.2189, 0.5407)
H (5.9036, -4.6111, -0.6567)
H (6.1342, -3.5351, 0.7237)
H (7.3230, -2.6512, -1.2564)
H (5.8227, -2.6739, -2.1869)
H (6.2726, -0.3949, -1.3510)
H (6.3570, -0.9994, 0.3060)
H (4.1395, -0.0035, -0.1479)
H (3.9087, -1.1062, -1.5108)
H (4.3446, -1.9698, 1.3855)
H (1.7351, -2.7260, -1.0804)
H (1.6086, -0.9647, -0.9481)
H (-0.6178, -1.9444, -0.7748)
H (-0.0610, -3.0958, 0.4681)
H (-0.9711, 0.7240, 1.6398)
H (-2.5301, -2.1225, 1.0411)
H (-4.6133, -3.5146, 0.8723)
H (-7.0061, -3.6471, 0.1716)

The value obtained for the LUMO energy is 0.387 eV. The calculation puts the HOMO energy at -8.192 eV. The calculation puts the HOMO-LUMO gap at 0.315 hartree. The structure (SMILES) is c1cnc2ccc([C@H](c3nnnn3C3CCCCC3)N3CCN(C4CCCCC4)CC3)cc2c1.

# 2
Formula: C27H38AlF3N3O2SSb
Source: the OMol25 dataset
Level of theory: ωB97M-V with the def2-TZVPD basis set

Atoms and positions in Å:
Al (0.0762, 1.2425, -0.6940)
S (4.5821, 0.7274, -1.2106)
C (3.9498, -0.3240, -0.0445)
C (2.6124, -0.1285, 0.0919)
C (2.0382, 0.8774, -0.7466)
C (3.0412, 1.4478, -1.5132)
C (3.0196, 2.5358, -2.5292)
C (4.1976, 3.0109, -3.1178)
C (4.1241, 3.9765, -4.1009)
C (2.8834, 4.4757, -4.4666)
C (1.7759, 3.9823, -3.8009)
N (1.8356, 3.0402, -2.8634)
H (4.5829, -1.0284, 0.4734)
H (2.0242, -0.7041, 0.7809)
H (5.1601, 2.6292, -2.8064)
H (5.0266, 4.3359, -4.5790)
H (2.7762, 5.2258, -5.2381)
H (0.7839, 4.3638, -4.0286)
F (-2.5173, 0.1891, 0.6597)
C (-2.0494, 0.9607, -0.3643)
F (-2.6710, 0.4229, -1.4615)
F (-2.6888, 2.1507, -0.1687)
C (-2.6504, 2.0777, -5.4983)
N (-1.9800, 2.4491, -4.2554)
C (-2.1726, 3.6608, -3.6733)
C (-1.5785, 4.0186, -2.5149)
C (-0.7999, 3.0056, -1.8923)
O (-0.2313, 3.0902, -0.7364)
N (-0.6425, 1.8014, -2.4550)
C (-1.1770, 1.4579, -3.6617)
O (-1.0050, 0.3958, -4.2190)
H (-3.1140, 2.9640, -5.9242)
H (-3.4070, 1.3186, -5.3073)
H (-1.9260, 1.6646, -6.1943)
H (-2.8395, 4.3314, -4.1992)
H (-1.7373, 4.9749, -2.0445)
C (2.3058, -1.8807, 3.1604)
C (1.1850, -2.6983, 2.5072)
C (1.7793, -3.4872, 1.3359)
C (0.7087, -3.6870, 3.5792)
Sb (-0.4300, -1.3660, 1.6031)
C (-0.8523, -0.0871, 3.4176)
C (0.3320, 0.8839, 3.3954)
C (-2.1297, 0.7457, 3.3365)
C (-0.8939, -0.8910, 4.7143)
C (-1.8705, -2.9262, 0.8161)
C (-3.3194, -2.4550, 0.6907)
C (-1.2947, -3.1625, -0.5814)
C (-1.8704, -4.2188, 1.6239)
H (3.1126, -2.5762, 3.4262)
H (1.9855, -1.4081, 4.0873)
H (2.7418, -1.1150, 2.5213)
H (2.6669, -4.0332, 1.6806)
H (2.0889, -2.8472, 0.5067)
H (1.0804, -4.2257, 0.9438)
H (1.5813, -4.2540, 3.9317)
H (-0.0131, -4.4068, 3.2199)
H (0.2782, -3.1924, 4.4439)
H (0.3617, 1.4536, 2.4622)
H (1.2978, 0.4027, 3.5157)
H (0.2157, 1.6127, 4.2073)
H (-2.1341, 1.4337, 2.4970)
H (-2.1816, 1.3515, 4.2499)
H (-3.0332, 0.1362, 3.2883)
H (0.0636, -1.3422, 4.9580)
H (-1.6461, -1.6815, 4.6746)
H (-1.1591, -0.2248, 5.5452)
H (-3.4452, -1.6731, -0.0509)
H (-3.7358, -2.1073, 1.6384)
H (-3.9144, -3.3156, 0.3601)
H (-1.2941, -2.2464, -1.1768)
H (-1.9196, -3.8953, -1.1082)
H (-0.2751, -3.5491, -0.5619)
H (-2.1248, -4.0523, 2.6713)
H (-0.9204, -4.7436, 1.5694)
H (-2.6301, -4.8904, 1.2047)

The value obtained for the LUMO energy is 0.232 eV. The calculation puts the HOMO energy at -7.786 eV. The calculation puts the HOMO-LUMO gap at 0.295 hartree. The energy above the lowest of the compared OMol25 structures with the same formula, charge and spin is 17.2 kJ/mol.

> The lowest LUMO energy belongs to which entry?

C27H38AlF3N3O2SSb

Please write out number 1 again, unchanged.
Formula: C27H37N7
Source: the OMol25 dataset
Level of theory: ωB97M-V with the def2-TZVPD basis set

Atoms and positions in Å:
C (-6.4268, -2.7475, 0.0304)
C (-5.1158, -2.6739, 0.4137)
C (-4.4039, -1.4743, 0.2039)
C (-3.0544, -1.3070, 0.5677)
C (-2.4076, -0.1241, 0.3322)
C (-3.1082, 0.9445, -0.2631)
C (-4.4184, 0.8174, -0.6242)
C (-5.1026, -0.3958, -0.4039)
N (-6.3962, -0.4918, -0.7696)
C (-7.0199, -1.6160, -0.5601)
H (-8.0566, -1.6451, -0.8719)
H (-4.9595, 1.6302, -1.0820)
H (-2.5968, 1.8807, -0.4395)
C (-0.9581, 0.0836, 0.7464)
C (-0.2499, 0.8160, -0.3488)
N (-0.2710, 0.4897, -1.6224)
N (0.4900, 1.3716, -2.2519)
N (0.9709, 2.2214, -1.4470)
N (0.5384, 1.9175, -0.2183)
C (0.8352, 2.7041, 0.9555)
C (-0.1901, 3.8357, 1.1072)
C (0.0128, 4.9154, 0.0496)
C (1.4194, 5.4937, 0.1586)
C (2.4491, 4.3939, -0.0755)
C (2.2651, 3.2534, 0.9230)
H (2.4974, 3.6097, 1.9296)
H (2.9589, 2.4429, 0.6871)
H (2.3376, 4.0065, -1.0881)
H (3.4588, 4.7947, 0.0301)
H (1.5533, 6.2853, -0.5796)
H (1.5589, 5.9308, 1.1510)
H (-0.1218, 4.4886, -0.9465)
H (-0.7339, 5.6998, 0.1850)
H (-0.0671, 4.2707, 2.1013)
H (-1.2013, 3.4238, 1.0455)
H (0.7447, 2.0236, 1.8126)
N (-0.3425, -1.1703, 1.1342)
C (0.0525, -2.0797, 0.0743)
C (1.5043, -1.9109, -0.3952)
N (2.4052, -1.9701, 0.7418)
C (2.0783, -0.9032, 1.6632)
C (0.6544, -1.1378, 2.1797)
H (0.3842, -0.3837, 2.9232)
H (0.6372, -2.1204, 2.6637)
H (2.7756, -0.9267, 2.5042)
H (2.1463, 0.0943, 1.1896)
C (3.8239, -2.0729, 0.4239)
C (4.3745, -1.0008, -0.5291)
C (5.8858, -1.1545, -0.6681)
C (6.2384, -2.5459, -1.1849)
C (5.6702, -3.6201, -0.2619)
C (4.1585, -3.4607, -0.1286)
H (3.7015, -3.5926, -1.1103)
H (3.7495, -4.2189, 0.5407)
H (5.9036, -4.6111, -0.6567)
H (6.1342, -3.5351, 0.7237)
H (7.3230, -2.6512, -1.2564)
H (5.8227, -2.6739, -2.1869)
H (6.2726, -0.3949, -1.3510)
H (6.3570, -0.9994, 0.3060)
H (4.1395, -0.0035, -0.1479)
H (3.9087, -1.1062, -1.5108)
H (4.3446, -1.9698, 1.3855)
H (1.7351, -2.7260, -1.0804)
H (1.6086, -0.9647, -0.9481)
H (-0.6178, -1.9444, -0.7748)
H (-0.0610, -3.0958, 0.4681)
H (-0.9711, 0.7240, 1.6398)
H (-2.5301, -2.1225, 1.0411)
H (-4.6133, -3.5146, 0.8723)
H (-7.0061, -3.6471, 0.1716)

The value obtained for the LUMO energy is 0.387 eV. The calculation puts the HOMO energy at -8.192 eV. The calculation puts the HOMO-LUMO gap at 0.315 hartree. The structure (SMILES) is c1cnc2ccc([C@H](c3nnnn3C3CCCCC3)N3CCN(C4CCCCC4)CC3)cc2c1.